(1)
Below is a gas-phase ion, C2H4ClO4S (charge -1), with properties calculated with wB97M-V/def2-TZVPD.

Calculated values
**Charge**: -1
**HOMO**: -5.38 eV
**Orbital gap**: 9.01 eV

The geometry in XYZ format:
```
12
Properties=species:S:1:pos:R:3:forces:R:3
C -0.330455 -0.158496 -0.604588 1.549 -0.624 -0.502
C 0.488565 0.862008 0.106037 0.167 -0.388 1.082
O -0.783219 0.384077 2.336486 0.998 0.930 -0.469
O 0.976520 2.104109 2.376275 -0.346 0.187 -0.612
O -1.277174 2.503254 1.367120 -0.355 1.694 -0.643
O 1.716581 0.360999 0.525316 -0.712 -1.486 -3.943
S -0.222134 1.603593 1.692388 -1.107 -3.565 1.349
Cl 0.578436 2.182807 -1.056238 0.808 1.333 -0.908
H -1.274294 0.242831 -0.759110 -1.631 0.844 -1.332
H 0.221125 -0.673410 -1.421732 -0.408 1.320 -0.269
H -0.543511 -1.001902 -0.066305 -0.297 -1.938 2.505
H 1.777985 0.768338 1.332961 1.334 1.692 3.742
```
Positions in Å, forces in eV/Å.

=====

(2)
Below is 2 unconnected molecules or ions with the total composition C2H4ClOP, with properties calculated with wB97M-V/def2-TZVPD.

Calculated values
**HOMO (alpha / beta)**: -7.80 / -7.75 eV
**Orbital gap (alpha / beta)**: 6.75 / 6.69 eV

The geometry in XYZ format:
```
9
Properties=species:S:1:pos:R:3:forces:R:3
C -0.353244 -0.272209 0.897417 0.656 2.265 2.450
C -0.704680 -1.814921 -0.997374 -1.726 0.075 -1.961
O -0.967718 -0.667679 -0.101653 -1.262 -1.585 -2.120
P -4.597463 0.371344 -0.903728 -0.438 -0.162 -1.113
Cl -3.864592 0.609372 0.885030 0.446 0.162 1.121
H 0.689063 -0.590202 1.092337 0.222 -1.161 -0.808
H 0.362083 -1.956633 -1.268090 -0.716 0.251 0.224
H -1.459705 -1.673899 -1.922853 2.241 0.129 1.851
H -1.169035 -2.685525 -0.530591 0.578 0.026 0.356
```
Positions in Å, forces in eV/Å.

=====

(3)
Below is C2H4ClOP in the gas phase, with properties calculated with wB97M-V/def2-TZVPD.

Calculated values
**HOMO**: -9.50 eV
**Orbital gap**: 10.17 eV

The geometry in XYZ format:
```
9
Properties=species:S:1:pos:R:3:forces:R:3
C -0.552233 -0.316481 0.589526 -1.508 1.737 4.187
C -0.366152 0.340633 -0.762636 -0.047 0.908 -1.545
O 0.525156 -1.268604 0.544563 -0.528 0.022 -0.727
P 1.293509 -0.523475 -0.724574 0.297 -0.209 0.401
Cl 2.539262 0.780423 0.473264 -0.731 -0.194 -0.745
H -0.398434 0.349892 1.564822 0.128 -0.862 -2.227
H -1.584856 -0.722538 0.865217 1.430 -0.186 -1.021
H -1.133915 -0.068842 -1.467789 1.100 -0.191 0.235
H -0.322338 1.428994 -1.082390 -0.140 -1.025 1.442
```
Positions in Å, forces in eV/Å.

=====

(4)
Below is a molecular structure, C2H4ClP, with properties calculated with wB97M-V/def2-TZVPD.

Calculated values
**HOMO (alpha / beta)**: -7.09 / -7.84 eV
**Orbital gap (alpha / beta)**: 6.08 / 7.05 eV

The geometry in XYZ format:
```
8
Properties=species:S:1:pos:R:3:forces:R:3
C -1.046427 0.304456 0.486021 -0.086 0.178 1.376
C -0.320443 -0.215823 -0.561893 -1.037 -1.914 4.176
P 1.747551 -0.891780 0.189075 -0.833 -0.311 0.276
Cl 2.819622 0.744642 -0.134927 0.637 0.962 -0.093
H -1.306421 1.362534 0.644667 0.458 -0.487 -0.338
H -1.383447 -0.354763 1.322411 0.300 0.506 -0.940
H -0.408044 -1.268904 -0.580113 -0.381 -0.964 -0.923
H -0.102390 0.319636 -1.365244 0.942 2.031 -3.535
```
Positions in Å, forces in eV/Å.

=====

(5)
Below is 2 unconnected molecules or ions with the total composition C2H4ClPS, with properties calculated with wB97M-V/def2-TZVPD.

Calculated values
**HOMO (alpha / beta)**: -8.83 / -8.83 eV
**Orbital gap (alpha / beta)**: 7.88 / 7.88 eV

The geometry in XYZ format:
```
9
Properties=species:S:1:pos:R:3:forces:R:3
C 1.089678 -0.278100 0.414259 -2.371 -0.349 -2.508
C 2.040592 -0.062495 -0.461080 -1.820 -1.258 -0.871
P -2.275670 0.806271 0.047256 0.932 0.730 -0.828
S -1.175486 -0.919257 -0.377827 3.485 0.141 0.481
Cl 3.640184 0.406188 -0.215181 0.791 0.314 0.477
H 0.923708 -0.214235 1.426781 -0.091 0.233 1.979
H 1.799234 -0.363049 -1.479507 0.245 0.459 -0.018
H -3.399071 0.297784 -0.608584 -0.346 -0.097 -0.210
H -2.643173 0.326893 1.253883 -0.825 -0.174 1.498
```
Positions in Å, forces in eV/Å.

=====

(6)
Below is C2H4ClPS2 in the gas phase, with properties calculated with wB97M-V/def2-TZVPD.

Calculated values
**HOMO (alpha / beta)**: -8.29 / -8.29 eV
**Orbital gap (alpha / beta)**: 7.60 / 7.60 eV

The geometry in XYZ format:
```
10
Properties=species:S:1:pos:R:3:forces:R:3
C -0.414692 1.268220 -0.480912 -0.136 -1.576 2.503
C -0.802433 -1.007307 0.451258 0.403 0.283 -0.972
P 1.219753 1.037318 -0.819642 0.949 -0.090 -1.890
S 0.737475 -1.578680 0.891525 -0.913 0.186 -1.419
S 1.607290 -1.340892 -0.927393 -0.278 -0.084 0.697
Cl 2.149108 1.172697 0.954963 0.189 0.756 1.048
H -1.125648 0.955296 -1.223031 -0.344 0.658 -0.223
H -0.682290 1.537210 0.563947 -0.241 0.107 -1.046
H -1.577812 -0.968965 1.205402 0.045 0.104 0.107
H -1.110753 -1.074893 -0.616113 0.327 -0.343 1.194
```
Positions in Å, forces in eV/Å.

=====

Number 1: F_max 4.3 eV/Å. Number 2: F_max 3.4 eV/Å. Number 3: F_max 4.8 eV/Å. Number 4: F_max 4.7 eV/Å. Number 5: F_max 3.5 eV/Å. Number 6: F_max 3.0 eV/Å.